The following is a DFT calculation (ωB97M-V with the def2-TZVPD basis set) of a 2-piece molecular cluster, C2HCl2F3S overall.

Results
2S+1 ... 1
Electronic energy ... -1694.86235 Ha
Frontier orbital gap (spin up / spin down) ... 7.5 / 9.1 eV
Max |F| ... 0.021 Eh/bohr
HOMO (spin up / spin down) ... -8.16 / -9.75 eV

Geometry as XYZ:
```
9
Properties=species:S:1:pos:R:3:lowdin_charge:R:1
H -2.55168 0.24740 0.01384 -0.123
F 2.39591 0.55558 -0.65513 0.116
C 1.22658 0.92960 -0.13650 -0.431
C -0.67047 -1.06823 0.10703 -1.643
Cl 0.31848 -2.27837 -0.58663 0.585
F 0.73081 1.98639 -0.79392 0.106
F 1.37457 1.24205 1.16436 0.086
S -1.95767 -0.49838 -0.91540 0.708
Cl -0.86653 -1.11606 1.80234 0.597
```

The following is a DFT calculation (ωB97M-V with the def2-TZVPD basis set) of an isolated molecule of C2HCl2NS.

Results
2S+1 ... 3
Electronic energy ... -1449.97724 Ha
Frontier orbital gap (spin up / spin down) ... 7.8 / 7.1 eV
Max |F| ... 0.049 Eh/bohr
HOMO (spin up / spin down) ... -7.46 / -10.76 eV

Geometry as XYZ:
```
7
Properties=species:S:1:pos:R:3:lowdin_charge:R:1
H -0.65074 -0.03186 -0.29249 -0.152
Cl 3.18636 -1.26282 0.14649 0.598
Cl 2.16883 0.99647 -1.38870 0.602
N 1.46663 1.26837 2.14534 0.170
C 1.69505 0.67028 1.19622 -0.448
S 0.08055 -1.14417 -0.29471 0.727
C 1.95343 -0.04619 -0.00534 -1.498
```